Density functional theory data (ωB97M-V/def2-TZVPD) for AgCl2 as an isolated structure.

Properties
Molar mass (g/mol): 178.77
Orbital gap (alpha / beta) (eV): 4.68 / 7.72
Expectation value of S²: 0.75
Energy above the lowest of the compared OMol25 structures with the same formula, charge and spin (kcal per mole): 0.0
DFT total energy (eV): -29044.3437

Geometry as ORCA input:
```
! wB97M-V def2-TZVPD RIJCOSX def2/J DEFGRID3
* xyz -2 2
Ag 0.813 -0.503 -0.510
Cl -1.292 0.919 -1.661
Cl 0.479 -0.416 2.171
*
```

=====

Density functional theory data (ωB97M-V/def2-TZVPD) for AgF2OP as an isolated structure.

Properties
Molar mass (g/mol): 192.84
Orbital gap (alpha / beta) (eV): 5.01 / 5.11
Expectation value of S²: 0.77
DFT total energy (eV): -20767.7747

Geometry as ORCA input:
```
! wB97M-V def2-TZVPD RIJCOSX def2/J DEFGRID3
* xyz -1 2
P 1.045 -0.092 0.881
F 1.667 -1.238 -0.209
O -2.110 -0.819 0.521
F 0.825 1.269 -0.483
Ag -1.427 0.880 -0.711
*
```

=====

Density functional theory data (ωB97M-V/def2-TZVPD) for AgH10NO8 as an isolated structure.

Properties
Molar mass (g/mol): 259.95
Orbital gap (eV): 7.11
DFT total energy (eV): -22026.8109

Geometry as ORCA input:
```
! wB97M-V def2-TZVPD RIJCOSX def2/J DEFGRID3
* xyz 0 1
Ag -0.208 0.084 -0.052
N 1.557 -1.679 -2.019
O 1.722 -2.565 -2.903
O 2.309 -0.717 -1.928
O 0.383 -1.550 -1.558
O 1.257 2.013 -0.557
H 1.974 2.475 -0.981
H 1.506 2.188 0.358
O 1.239 -0.825 1.514
H 1.645 -0.629 2.363
H 1.793 -1.479 1.069
O -1.807 0.881 -1.452
H -2.555 0.442 -1.017
H -2.095 1.778 -1.415
O -1.293 1.679 1.499
H -1.360 2.570 1.826
H -2.147 1.334 1.636
O -1.475 -1.648 1.059
H -1.613 -2.574 0.800
H -0.836 -1.772 1.748
*
```

=====

Q: What is the formula in the third record?
A: AgH10NO8

=====

Q: Which of these has the lowest molar mass?
A: AgCl2